Record 1
A single C2H6N2S2 molecule at a distorted geometry. Source: the Open Molecules 2025 dataset; level of theory: ωB97M-V/def2-TZVPD.

Properties
HOMO-LUMO gap (spin up / spin down): 9.4649 / 5.3098 eV
ΔE to the lowest compared entry with this formula, charge and spin: 93.9 kcal per mole

Each atom is followed by the atoms it is bonded to, with distances in Å.
Element x y z (Å)
1 S 2.68745 -0.66573 -0.41385  C6 1.782
2 S -1.06266 1.13336 -0.13845  N3 1.622, C5 1.838
3 N -1.16366 -0.45078 -0.47402  S2 1.622, N4 1.302
4 N -2.06060 -1.14033 0.17060  N3 1.302, H10 1.051, H11 1.025
5 C 0.74252 1.07190 -0.47627  S2 1.838, C6 1.471, H7 1.113, H12 1.190
6 C 1.34366 0.11056 0.46105  S1 1.782, C5 1.471, H8 1.146, H9 1.197
7 H 0.82963 0.61274 -1.48621  C5 1.113
8 H 0.71844 -0.78580 0.80585  C6 1.146
9 H 1.73664 0.60910 1.47535  C6 1.197
10 H -2.36881 -1.97719 -0.38515  N4 1.051
11 H -2.67540 -0.64887 0.82786  N4 1.025
12 H 1.27279 2.13105 -0.36678  C5 1.190



Record 2
A single C2H6N2S2 molecule at a distorted geometry. Source: the Open Molecules 2025 dataset; level of theory: ωB97M-V/def2-TZVPD.

Properties
HOMO-LUMO gap: 9.1091 eV
ΔE to the lowest compared entry with this formula, charge and spin: 22.4 kcal per mole

Each atom is followed by the atoms it is bonded to, with distances in Å.
Element x y z (Å)
1 S 1.14817 1.59242 1.47295  C6 1.803, H7 1.303
2 S 0.10264 -0.50046 -2.22602  C5 1.669
3 N -1.40236 -1.76103 0.30011  N4 1.375, H11 1.056, H12 0.993
4 N -0.47611 -0.74817 0.38972  N3 1.375, C5 1.338, H8 0.984
5 C 0.08346 -0.06458 -0.61458  S2 1.669, N4 1.338, C6 1.505
6 C 0.60994 1.28957 -0.22084  S1 1.803, C5 1.505, H9 1.111, H10 1.121
7 H 2.18406 0.80302 1.44601  S1 1.303
8 H -0.14467 -0.62615 1.30764  N4 0.984
9 H -0.19949 2.03642 -0.36638  C6 1.111
10 H 1.33063 1.68460 -0.98298  C6 1.121
11 H -1.07349 -2.45645 -0.42279  N3 1.056
12 H -2.16278 -1.24919 -0.08283  N3 0.993



Record 3
A gas-phase ion, C2H6N3O (charge +1) at a distorted geometry. Source: the Open Molecules 2025 dataset; level of theory: ωB97M-V/def2-TZVPD.

Properties
net charge: +1
HOMO-LUMO gap: 11.6877 eV
ΔE to the lowest compared entry with this formula, charge and spin: 2.5 kcal per mole

Each atom is followed by the atoms it is bonded to, with distances in Å.
Element x y z (Å)
1 O 0.69327 -1.44805 0.09570  C6 1.228
2 N -0.10936 0.74373 0.15316  C5 1.340, C6 1.508, H9 1.020
3 N -1.79643 -0.84030 0.04489  C5 1.297, H8 1.127, H11 1.033
4 N 2.19968 0.32677 0.04533  C6 1.327, H7 0.975, H12 1.039
5 C -1.40259 0.39265 0.12553  N2 1.340, N3 1.297, H10 1.074
6 C 1.01293 -0.26255 0.11643  O1 1.228, N2 1.508, N4 1.327
7 H 2.37083 1.25406 -0.20300  N4 0.975
8 H -0.98963 -1.62650 0.02620  N3 1.127
9 H 0.06112 1.74832 0.11010  N2 1.020
10 H -2.24042 1.04558 -0.03383  C5 1.074
11 H -2.77302 -1.03276 -0.23264  N3 1.033
12 H 2.97364 -0.30094 -0.24787  N4 1.039



Record 4
2 unconnected molecules or ions with the total composition C2H6N3O at a distorted geometry. Source: the Open Molecules 2025 dataset; level of theory: ωB97M-V/def2-TZVPD.

Properties
net charge: +1
HOMO-LUMO gap: 10.4734 eV
ΔE to the lowest compared entry with this formula, charge and spin: 77.9 kcal per mole

Each atom is followed by the atoms it is bonded to, with distances in Å.
Element x y z (Å)
1 O -1.67143 -0.82874 -0.62576  C6 1.179
2 N 2.01485 0.94324 -0.34761  C5 1.308, H7 0.943, H12 1.067
3 N 0.90463 -0.89044 0.38199  C5 1.426, H8 1.077, H9 1.029, H11 1.067
4 N -3.21163 0.67182 0.32884  C6 1.174, H10 1.024
5 C 0.86875 0.50877 0.10887  N2 1.308, N3 1.426
6 C -2.43676 -0.05842 -0.16664  O1 1.179, N4 1.174
7 H 2.82789 0.47679 -0.44930  N2 0.943
8 H 1.55215 -1.57851 -0.13578  N3 1.077
9 H 0.08584 -1.30291 -0.08479  N3 1.029
10 H -3.95058 1.37331 0.22746  N4 1.024
11 H 0.74638 -1.26091 1.37009  N3 1.067
12 H 2.26992 1.94601 -0.60739  N2 1.067